# 1
Computed, not measured: a molecular structure, C60H54FGeN4O3P3S2V at a distorted geometry, with ωB97M-V/def2-TZVPD.

## Properties
Relative energy (zero: lowest compared OMol25 entry of this formula, charge and spin) in kcal per mole: 0.0
Total charge: +2
HOMO level (alpha / beta) in Eh: -0.4471 / -0.4475
<S²>: 1.071
Spin multiplicity: 2
Total energy in eV: -209642.5727

```
129
Properties=species:S:1:pos:R:3:lowdin_charge:R:1
C 0.72863 -0.78714 3.29685 -0.372
C 1.68363 4.44156 2.55645 -0.044
C 1.96643 -1.02034 -3.72845 0.028
H -3.37797 2.93096 -3.51855 0.123
H -0.85697 -3.35224 -5.68435 0.119
F 2.77103 -4.30074 2.69385 -0.287
C 0.75373 1.82566 2.16855 -0.342
C -0.79227 -2.98044 -3.58295 -0.102
H -5.40707 4.25686 -0.83705 0.130
H 6.05273 3.84826 2.39135 0.119
C -0.14687 -3.26034 -2.37855 -0.347
C 6.05503 -2.49004 -0.68265 -0.035
H 2.31873 -1.96834 6.61285 0.119
C 1.84953 -1.66304 5.69115 -0.034
C 3.57403 -2.84884 0.53935 -0.259
O -1.16617 1.79616 -3.69075 -0.267
C 3.81393 1.14416 0.80375 -0.341
C -1.51357 -4.96044 0.09365 -0.066
H -5.25927 -3.59894 -2.41435 0.118
H 2.43903 2.18426 -1.65025 0.108
C -3.67597 3.26266 -2.52175 -0.172
H 5.48813 -0.43354 -0.88455 0.113
C -0.35267 -3.56904 -4.75545 -0.048
H -3.99897 -1.92954 3.45525 0.119
H 0.80843 -5.24674 3.11405 0.104
C 3.93193 1.22666 2.19065 -0.080
C -3.64237 1.37506 2.84925 -0.051
H -3.11747 5.20566 -4.17205 0.134
C 2.32333 -0.00564 -1.56795 -0.467
V 0.44383 -0.37394 -0.52635 0.223
C 5.32653 2.99026 0.56995 -0.050
H -2.49487 -0.52714 0.25875 0.031
H -2.14827 -4.91834 -0.77575 0.092
C 0.13953 -5.14614 2.27215 -0.086
H 1.15103 2.18756 0.10035 0.010
C -3.10627 -1.24214 -0.27625 -0.138
H -0.69947 4.42956 -1.61475 0.124
C 1.38913 -4.69724 -3.54935 -0.056
H -1.63477 -2.30234 -3.60005 0.100
C 5.42913 3.08716 1.94715 -0.042
C 4.44173 -3.92204 0.38415 -0.072
P -0.68777 -2.49584 -0.81325 1.095
H -5.21007 5.95786 -1.32305 0.134
H -3.11207 7.04006 -1.04975 0.133
C -1.62667 -6.04504 0.94115 -0.036
H -1.68227 -1.94044 2.61195 0.114
C -4.71547 4.98666 -1.26545 -0.159
C 5.19683 -1.41574 -0.53815 -0.065
C 1.54213 1.36586 -3.38545 -0.001
H 6.33763 -4.58354 -0.35825 0.121
H 1.46713 -4.32494 -1.43905 0.102
C 1.27723 3.67226 3.63265 -0.042
H -5.24227 0.19166 3.63715 0.117
H 2.10333 -1.75854 -4.49765 0.125
Ge 1.97733 -3.00324 1.73355 1.016
C 0.72743 -4.43704 -4.73895 -0.054
H 4.84963 2.24706 3.82705 0.119
H 2.23893 -5.36074 -3.54075 0.115
N -2.22997 5.64656 -2.33445 -0.085
H 1.41633 2.27406 -3.94835 0.135
H 4.16163 -4.89344 0.76495 0.112
P 0.12063 0.12306 1.83255 1.005
H 1.32343 4.07946 4.62995 0.118
H 3.11963 -2.86234 4.46575 0.107
H 5.87253 3.67356 -0.06025 0.117
H -1.73577 6.14356 -0.36725 0.127
C 5.66953 -3.74464 -0.23285 -0.033
C 4.53693 2.01236 -0.00925 -0.090
C 4.74333 2.19266 2.75515 -0.045
H 3.15093 -1.93134 -2.23135 0.116
C -0.59257 -3.93834 0.33165 -0.358
H -1.86777 2.30266 2.07235 0.093
C -3.41587 5.53216 -3.17455 -0.152
H -0.93697 -6.92444 2.77055 0.120
C 0.73733 -0.83834 5.71715 -0.033
H -1.28767 4.02046 -3.25215 0.116
H -4.36457 2.53136 -2.08895 0.134
C -2.62527 6.06476 -0.99715 -0.162
C 0.81333 2.38136 3.44615 -0.059
H 2.02493 5.45406 2.70815 0.119
H -3.91407 6.50186 -3.24135 0.134
O -0.12097 -0.31854 -2.98365 -0.341
H -1.98407 3.87926 0.26985 0.108
C -1.62877 0.19166 2.31575 -0.415
H 4.50153 1.92876 -1.08635 0.107
C -2.34027 1.38156 2.37695 -0.092
C 1.73503 -1.75044 3.27535 -0.261
H -6.33287 -1.81984 -1.08005 0.117
C 1.19313 2.60106 1.09815 -0.173
C -2.88307 3.80306 -0.35055 -0.216
C 1.64323 3.89666 1.28405 -0.054
H -2.84197 -3.87724 -2.39365 0.106
C -4.65967 -2.94714 -1.79655 -0.040
H -4.93447 -0.29044 0.27355 0.112
H 0.51823 1.82246 4.31715 0.092
C -4.48017 -1.08954 -0.29515 -0.048
H 7.02323 -2.34734 -1.13995 0.121
H 0.29403 -0.53724 6.65505 0.122
C 2.31043 -2.14834 4.47925 -0.080
C -4.23557 0.18906 3.24755 -0.053
H -3.55877 3.06166 0.08665 0.122
O -2.53067 -0.01534 -2.73955 -0.257
C 0.95883 -4.11084 -2.37275 -0.085
C -3.53687 -1.00524 3.15025 -0.052
N -2.48167 3.34346 -1.68065 -0.206
H 1.05393 -4.90564 -5.65335 0.117
C -2.23737 -1.01094 2.68475 -0.111
C -2.49567 -2.27344 -0.98335 -0.344
C 0.97263 0.08426 -3.90655 -0.244
C -1.58487 4.35066 -2.25425 -0.190
H 0.54143 0.17786 -4.90125 0.165
C 0.29543 -4.07194 1.39885 -0.247
H 3.38753 0.53386 2.82025 0.102
N -3.54087 5.09476 -0.40505 -0.083
C 3.95333 -1.60164 0.06415 -0.385
C -3.28647 -3.11284 -1.77045 -0.101
S -1.32067 0.73726 -2.74865 0.366
H -4.17937 2.30636 2.92445 0.116
H -0.68727 0.23146 4.55345 0.110
P 2.79143 -0.20694 0.13375 1.072
H -2.33777 -6.82494 0.71845 0.120
C -5.26157 -1.94764 -1.04975 -0.038
C 2.09573 1.29786 -2.16655 -0.114
C -0.82997 -6.11144 2.06985 -0.038
S -0.96187 1.32406 -0.85585 0.710
H 1.97273 4.47816 0.43345 0.119
C 0.19243 -0.39514 4.52755 -0.105
N -4.33157 4.55556 -2.60155 -0.086
C 2.52153 -1.09574 -2.51005 -0.072
```

# 2
Computed, not measured: a molecular structure, C60H55Cl3F5Ge2IrN4O3S4 at a distorted geometry, with ωB97M-V/def2-TZVPD.

## Properties
Total charge: -1
HOMO level (alpha / beta) in Eh: -0.1697 / -0.1687
<S²>: 0.768
Spin multiplicity: 2
Total energy in eV: -285585.4678

```
137
Properties=species:S:1:pos:R:3:lowdin_charge:R:1
H 4.30990 0.11542 -3.54407 0.046
H 1.69061 -4.77309 2.04917 0.107
Ge -0.41779 -0.01992 -1.36724 0.104
C 6.48287 -0.37867 1.48471 -0.073
C 4.89509 0.29492 -2.64020 -0.029
C -1.75870 -2.95841 -1.65965 -0.127
H 1.56738 -0.83632 -4.77861 0.079
C -3.14812 2.56431 6.16550 -0.106
C -0.98319 -0.97925 -3.03624 -0.176
H -4.24682 -1.44013 -2.31150 0.108
C 0.50420 -3.98970 -1.72984 -0.047
C 4.34047 4.32159 -1.27382 -0.008
H -3.76656 -5.28469 2.14930 0.079
C 4.53242 2.74046 -3.05062 -0.027
C 1.94915 -3.82154 2.51343 -0.025
H 5.23745 3.06744 1.67898 0.077
H 1.87292 4.97048 -6.19666 0.064
H 0.36705 -4.41432 -2.72713 0.087
H -2.05088 -2.87120 -6.26804 0.103
O -5.10463 1.14439 0.28932 -0.199
C 4.23824 5.18003 -3.62943 -0.055
H -2.75895 1.65723 -3.03138 0.023
H 2.53217 0.11235 -5.91900 0.087
F -2.54192 -1.76224 3.08689 -0.043
C -1.75049 -2.34801 -5.36679 -0.061
C -2.71380 -5.37321 1.87964 -0.025
C 6.18482 0.61186 0.56596 -0.039
H 4.72960 4.72222 1.27597 0.075
H -1.58081 4.16085 -4.97154 0.118
H 4.62112 -0.45184 -1.89625 0.077
Cl -6.36214 4.15674 3.78412 0.602
C 4.86258 0.90288 0.23448 -0.226
H -5.19797 -2.79231 -1.67319 0.067
H 0.60132 5.70840 -5.21170 0.079
H 5.01071 5.93497 -3.46074 0.076
C -2.70364 1.87166 -4.10203 -0.030
C 4.63376 1.99042 -0.76541 -0.166
C -3.40698 -3.59384 0.17103 -0.093
H 5.95022 0.14531 -2.88972 0.088
F -4.04416 2.41510 8.34451 0.135
S 0.70001 -1.27081 0.12961 0.361
C -3.45661 3.24843 7.46622 -0.575
Cl -7.65648 2.82362 1.56191 0.626
H 3.52165 3.46276 1.59029 0.023
C 4.11962 -0.83330 1.75583 -0.215
H 4.42180 -3.48409 0.53678 0.085
C -0.35963 1.02803 -4.54762 -0.175
H 0.64987 -4.41664 5.57265 0.074
C 3.11284 -1.71123 2.43474 -0.158
C 1.99847 0.14523 -4.96505 -0.041
C -5.31370 1.94539 2.56088 -0.837
C 2.78474 -2.94119 1.83965 -0.257
C 0.95818 1.23893 -4.97099 -0.244
C 3.81154 0.18069 0.82627 -0.190
C 4.36516 4.05351 -2.63693 -0.268
C 5.45456 -1.09517 2.06957 -0.041
C 1.33069 2.51506 -5.39729 -0.012
C 0.52642 -4.48412 4.49033 -0.051
C -3.11641 -2.81165 -1.08633 -0.258
C 4.48042 3.31583 -0.32677 -0.200
C -6.67598 2.58932 3.02004 -1.496
H 3.80427 0.39620 3.97622 0.075
C 2.92099 -0.08777 4.38902 -0.037
C -1.51483 -2.28225 -2.96647 -0.215
C -1.86003 -2.96112 -4.13193 -0.056
H -0.37715 -5.11799 0.55751 0.116
H 3.06536 -0.23899 5.46408 0.078
H 6.97901 1.18369 0.09508 0.121
H -2.11707 -5.09018 2.75140 0.067
C -1.27680 -1.05056 -5.43889 -0.031
H 2.86480 -4.22156 0.11089 0.060
C -2.36758 -4.47951 0.71176 -0.193
C -2.61720 3.29383 5.11900 0.026
O -4.54380 2.67004 1.91747 -0.068
H 1.11129 -4.67523 -1.13601 0.065
Ir -3.22291 0.50390 1.55976 1.233
H -2.22691 -3.98170 -4.06526 0.122
C -3.94682 -1.14038 0.64335 -0.211
C -2.35877 2.64041 3.92903 -0.081
H 5.67379 -1.87898 2.78937 0.122
H 4.55691 2.51226 -4.11508 0.113
H 3.16883 -2.51276 -0.23757 0.050
H -3.30901 2.75753 -4.29672 0.078
C -1.86066 -0.88281 2.23650 -0.493
S -2.01774 1.21305 -0.43052 0.280
Ge 1.90403 0.66775 0.43332 -0.019
C 2.61586 -1.39484 3.70528 -0.197
H 2.35294 2.67966 -5.73147 0.112
C -1.27586 2.09101 -4.53994 -0.202
N -5.88230 0.20421 0.22016 0.026
C -3.08706 0.63592 4.78317 -0.094
C 1.44521 -3.52456 3.77605 -0.267
H 1.39386 -2.05657 5.33254 0.120
H -2.42648 4.35589 5.21218 0.134
C -6.23027 -2.14007 0.39489 -0.196
H 2.08067 0.59586 4.24354 0.049
N -6.92134 -3.05895 0.43638 0.162
H -2.49658 -6.41866 1.65576 0.081
S 1.38828 1.29135 -1.73414 0.308
S 1.07694 2.08699 1.79754 0.015
Cl -7.55996 1.56468 4.16429 0.595
C -5.33835 -1.01815 0.41066 -0.280
C 3.34201 -3.31209 0.48588 -0.053
F -4.26971 4.30534 7.29391 0.144
C -0.86461 3.34219 -4.96959 -0.010
H -1.20061 -0.54725 -6.39691 0.125
O -5.15227 0.71601 2.82602 -0.124
C -4.22916 -2.50570 -2.06467 0.027
C 0.43017 3.56941 -5.41812 -0.263
C 4.66958 1.70118 -2.13387 -0.244
N -2.60803 1.33862 3.75351 0.005
C 1.78902 -2.31262 4.35118 -0.012
H 3.26763 5.67113 -3.52870 0.078
H -3.76484 0.60527 6.81511 0.124
H 7.51416 -0.59317 1.74352 0.098
C -0.83081 -3.74532 -1.07197 -0.230
N -3.13243 -2.13522 0.26206 0.029
H -4.06830 -3.05730 -2.98398 0.080
C 0.81374 4.92959 -5.94711 -0.055
H 0.71596 -5.51526 4.18338 0.074
H 2.72382 0.34657 -4.17125 0.021
C -1.15213 -4.47736 0.14293 0.018
C -3.36727 1.20636 6.01114 0.034
H -3.25576 -0.41873 4.62132 0.111
H -3.15156 1.02141 -4.62284 0.081
H -1.40679 -1.45679 1.44623 0.010
H 4.33425 4.81418 -4.65350 0.065
H 4.21751 5.34847 -0.93505 0.119
H 1.05497 -3.05537 -1.83743 0.047
F -0.89085 -0.32121 2.96079 -0.027
C 4.49966 3.66311 1.13804 -0.039
H -4.43325 -3.89150 0.35480 0.131
H -1.91650 3.16544 3.09166 0.120
C -0.87763 -0.35714 -4.29307 -0.214
F -2.32474 3.70948 8.04117 0.141
H 0.24110 5.16439 -6.84798 0.077
H -0.51753 -4.24569 4.26522 0.064
```

# 3
Computed, not measured: 12 unconnected molecules or ions with the total composition C60H57Cl6N9O18 at a distorted geometry, with ωB97M-V/def2-TZVPD.

## Properties
Relative energy (zero: lowest compared OMol25 entry of this formula, charge and spin) in kcal per mole: 0.0
HOMO level in Eh: -0.3528
Spin multiplicity: 1
Total energy in eV: -188518.6919

```
150
Properties=species:S:1:pos:R:3:lowdin_charge:R:1
C 5.47610 5.19384 14.41490 -0.009
H 5.46537 3.01289 11.82228 0.075
H 5.40983 8.64442 12.97816 0.098
Cl 3.57407 1.94007 9.82743 0.579
C 8.44975 1.97030 9.63437 -0.092
H 8.03768 0.97998 9.76029 0.111
C 5.96449 4.26842 13.55271 -0.070
C 6.97858 8.24426 18.04734 -0.125
C -1.69944 11.77004 9.27782 -0.122
Cl 2.29432 11.75355 16.76902 0.583
H 3.21092 7.71462 9.49543 0.070
C 3.34771 10.37480 16.52953 -0.706
H 5.02980 11.53981 15.90264 0.064
C 3.83128 4.24501 12.27519 -0.070
O 8.77469 7.22086 11.77389 0.073
C -0.70954 10.72945 9.24048 0.024
C 12.04968 4.20672 16.20156 -0.125
C 5.37953 8.13980 12.02378 -0.020
C 4.14785 5.70060 14.19800 -0.099
C 4.18063 8.24811 11.29894 -0.062
H -1.09668 7.19579 6.77176 0.104
H 2.89192 11.84163 7.30004 0.082
H 8.75254 10.02849 15.66329 0.110
C 8.55645 4.07342 8.46073 0.009
C 13.00000 6.40345 13.23982 -0.031
H 7.00648 3.99245 13.61977 0.096
H 0.75535 11.15784 12.31387 0.105
C 6.46233 7.48136 11.55105 -0.147
C 2.51712 3.82729 8.29880 -0.669
C -2.41368 5.78686 7.67296 -0.060
H 11.63098 5.45205 17.91325 0.128
C 2.58157 11.01181 3.54939 -0.067
H 2.78412 9.50019 16.20468 0.049
C 2.41439 10.30816 5.90150 -0.103
H 7.20378 6.33116 9.91185 0.094
C 2.77973 12.28248 3.96405 -0.089
N 10.09419 5.84182 9.23757 -0.316
C 2.95377 12.56132 5.30347 -0.065
C 12.09955 7.79243 15.03956 -0.080
H 5.85531 9.08754 19.64985 0.119
C -0.77048 6.02225 10.00955 -0.144
N 0.09289 6.01584 11.17691 -0.344
C 3.36876 5.23980 13.09780 -0.001
C 5.25088 7.03722 9.48429 -0.049
C 0.17455 10.51796 10.32002 -0.071
H -2.25397 4.70932 10.91827 0.115
H 6.08385 5.64819 15.18341 0.087
H 3.79033 9.98029 17.44416 0.071
C 14.29611 6.57437 13.80152 -0.013
C 9.53588 2.33523 10.43389 -0.038
H 7.12323 2.54926 8.06656 0.100
H 12.80070 5.69939 12.44547 0.099
H 4.65728 3.80949 9.10645 0.046
O 1.06725 6.76119 11.15044 0.057
H 12.10231 3.17378 14.28494 0.114
C 14.53676 7.36556 14.90790 -0.126
C 10.17743 4.06091 14.67153 -0.065
C 2.68281 11.61702 6.26455 -0.027
H -0.61848 10.15442 8.33084 0.098
C 9.98484 5.31459 16.70563 -0.081
N 3.68828 6.85057 14.98099 -0.298
H 3.17522 13.58981 5.54752 0.115
O 4.37907 7.19949 15.96873 0.036
O -3.44720 12.99258 8.38593 0.060
H 5.45544 11.72725 10.79966 0.077
C -1.24570 6.54809 7.62304 -0.060
H 11.25342 8.12275 15.62383 0.097
N 7.69425 7.39016 12.34482 -0.291
H 2.22015 9.02654 4.04619 0.110
H 1.88673 3.96870 9.17670 0.049
O 6.08396 6.61791 19.38587 0.108
C 0.13932 11.31665 11.44112 -0.084
C 4.71802 11.78771 9.99924 -0.701
O -0.22527 5.31843 12.10862 0.097
C 3.66187 12.69137 10.44771 -0.648
H -2.34232 13.37083 10.53069 0.114
H 2.43343 10.73793 2.51525 0.108
C -1.63020 12.56471 10.43345 -0.008
H 13.44761 8.63905 16.39502 0.107
C -2.74953 5.14649 8.89565 -0.046
H 7.96883 11.87665 17.04027 0.108
O 14.29672 3.59008 15.55104 0.032
H 8.22514 7.65654 16.40342 0.089
O 16.04145 7.99994 16.60285 0.051
O 1.63960 8.25607 6.59441 0.035
C -0.77925 12.33009 11.49684 -0.069
H -3.12502 5.91017 6.86972 0.104
H 10.85685 3.90934 10.99228 0.105
H 5.15943 9.87163 15.45633 0.055
C 13.39864 8.06060 15.48431 0.017
H 4.36698 10.77413 9.80557 0.055
O -2.69548 11.24575 7.25213 0.062
H 0.89044 9.71420 10.40881 0.090
O 2.64520 7.43914 14.66910 0.062
O 13.81620 4.18194 17.59048 0.098
O 16.82844 7.30883 14.71390 0.093
H 3.31414 8.68818 11.77003 0.097
Cl 4.14834 14.45680 10.47236 0.514
N 2.09599 9.31319 6.99033 -0.333
H 9.93873 1.61228 11.12777 0.104
N 13.50315 4.04460 16.44129 -0.312
C 9.47487 4.90516 15.49567 -0.074
O 2.33773 9.60068 8.12096 0.069
H -3.66276 4.57031 8.91658 0.099
H 3.22652 3.87101 11.46231 0.049
O 7.55188 7.26035 13.56861 0.048
C 2.36478 9.98782 4.51675 0.024
C 3.90913 3.21031 8.58745 -0.586
H 2.75230 12.58593 9.85639 0.062
H 2.36597 5.62622 12.99059 0.087
H 9.43849 6.00630 17.32968 0.093
C -0.41546 6.62514 8.76784 -0.005
H 8.45677 5.06085 15.17066 0.084
C 9.57592 4.51229 9.29774 -0.177
H 6.59176 11.40051 19.08805 0.105
C 11.51667 3.75447 14.98224 0.006
Cl 5.48543 12.31862 8.51674 0.595
C 8.15395 9.78347 16.52819 -0.068
Cl 2.70701 5.35709 7.47014 0.638
H 10.91716 6.70361 13.65134 0.084
C 11.23352 4.95440 17.04103 -0.019
C 6.87960 10.60364 18.41832 -0.055
C 4.44509 10.68936 15.55198 -0.646
H 9.80323 3.73563 13.71207 0.095
C 6.39426 6.95693 10.25750 0.006
H 2.78404 13.16895 3.34716 0.114
O 11.26277 6.05518 9.63599 0.060
O 6.96593 5.90666 17.58556 0.034
N 6.64160 6.83155 18.35387 -0.329
H 5.17359 6.63098 8.48660 0.085
H -0.83217 12.97461 12.36181 0.114
N -2.70043 11.99644 8.24434 -0.316
C 4.14042 7.68551 10.04461 -0.081
C 7.99823 2.79105 8.65165 -0.073
Cl 3.78499 11.03458 13.91831 0.577
H 0.40346 7.32256 8.67110 0.075
H 15.13549 5.96476 13.50116 0.116
C 6.45050 9.31759 18.77852 -0.004
C 11.91874 7.02657 13.89411 -0.075
C 5.13955 3.76246 12.52825 -0.044
C 7.78540 8.49683 16.92007 -0.004
C 10.11205 3.64056 10.25783 0.026
H 4.37656 2.75926 7.71214 0.070
H 8.17315 4.72201 7.68690 0.119
H 1.85027 3.28866 7.62553 0.069
H 3.31177 12.40202 11.43857 0.031
O 9.53125 6.67880 8.51518 0.063
N 15.90661 7.55254 15.44325 -0.342
C -1.94983 5.29378 10.06252 0.000
C 7.70894 10.85671 17.28229 -0.065
```